No. 1
Entry from the Open Molecules 2025 dataset: a structure of composition C6H16FO6S2Tl in a non-equilibrium geometry (ωB97M-V with the def2-TZVPD basis set).

The geometry in ORCA input format:
```
! wB97M-V def2-TZVPD RIJCOSX def2/J DEFGRID3
* xyz 1 2
Tl 0.169 -0.816 0.256
F 0.617 1.237 2.244
O 0.367 -1.844 2.972
S 0.400 -1.962 4.401
O -0.494 -2.941 5.025
O 1.958 -2.153 4.881
C 2.999 -1.467 4.186
C 4.258 -1.602 5.051
C 0.055 -0.284 5.134
H 2.771 -0.404 4.113
H 3.047 -1.856 3.168
H 4.433 -2.661 5.241
H 4.096 -1.020 5.958
H 5.117 -1.297 4.454
H -0.147 -0.553 6.171
H -0.864 0.069 4.668
H 0.883 0.404 4.964
O -2.173 -0.922 -4.017
S -1.641 0.342 -3.504
O -0.718 0.351 -2.304
O -0.712 0.992 -4.755
C -1.251 0.882 -6.039
C -1.868 2.188 -6.501
C -3.006 1.571 -3.237
H -1.987 0.083 -6.129
H -0.564 0.706 -6.867
H -1.254 3.076 -6.351
H -2.825 2.365 -6.010
H -1.971 2.168 -7.586
H -2.599 2.582 -3.252
H -3.391 1.265 -2.264
H -3.704 1.501 -4.072
*
```

- ΔE to the lowest compared entry with this formula, charge and spin (kcal/mol) = 0.00
- HOMO energy (alpha / beta) (Eh) = -0.50756 / -0.50756
- orbital gap (alpha / beta) (eV) = 9.59 / 5.18
- E_LUMO (alpha / beta) (eV) = -4.22 / -8.64
- expectation value of S² = 0.753


No. 2
Entry from the Open Molecules 2025 dataset: the ion C6H16INOPS with charge +1 in a non-equilibrium geometry (ωB97M-V with the def2-TZVPD basis set).

The geometry in ORCA input format:
```
! wB97M-V def2-TZVPD RIJCOSX def2/J DEFGRID3
* xyz 1 1
C 2.618 0.514 1.271
N 1.835 0.651 -0.036
C 2.775 1.084 -1.197
C 0.830 1.714 0.074
C 1.177 -0.676 -0.448
P -0.062 -1.189 1.034
S -1.077 -2.727 0.028
O -2.260 -1.678 -0.536
C -3.592 -1.569 -0.030
C -4.066 -0.173 -0.289
I -2.779 1.384 0.365
H 1.939 0.057 1.973
H 3.514 -0.192 1.157
H 2.953 1.440 1.732
H 2.165 1.656 -1.860
H 3.595 1.786 -0.723
H 3.218 0.172 -1.659
H 1.122 2.764 0.092
H 0.073 1.513 -0.705
H 0.288 1.604 1.003
H 0.555 -0.291 -1.352
H 1.823 -1.550 -0.565
H 0.798 -2.101 1.411
H -4.348 -2.368 -0.425
H -3.668 -1.827 1.064
H -5.108 -0.036 0.048
H -4.317 0.037 -1.425
*
```

- ΔE to the lowest compared entry with this formula, charge and spin (kcal/mol) = 0.00
- HOMO energy (Eh) = -0.44711
- orbital gap (eV) = 9.48
- E_LUMO (eV) = -2.68
- SMILES = C[N+](C)(C)CPSOCCI


No. 3
Entry from the Open Molecules 2025 dataset: a cluster of 3 separate species, C6H16IO2 in total in a non-equilibrium geometry (ωB97M-V with the def2-TZVPD basis set).

The geometry in ORCA input format:
```
! wB97M-V def2-TZVPD RIJCOSX def2/J DEFGRID3
* xyz -1 1
I -2.551 1.989 1.636
C 0.472 1.976 -1.332
C 1.562 1.361 -0.468
C 2.769 2.285 -0.198
O 1.068 1.041 0.730
H -0.466 1.421 -1.369
H 0.831 2.074 -2.357
H 0.219 2.907 -0.825
H 1.829 0.432 -0.971
H 2.619 2.715 0.792
H 3.059 3.054 -0.914
H 3.712 1.740 -0.227
H 0.317 1.605 0.931
C -1.294 -1.929 -0.952
C -1.801 -2.332 0.489
C -0.707 -2.475 1.476
O -2.655 -1.293 0.944
H -0.704 -1.027 -0.790
H -2.065 -1.757 -1.703
H -0.606 -2.661 -1.375
H -2.370 -3.261 0.440
H 0.012 -3.287 1.368
H -0.993 -2.502 2.528
H -0.086 -1.580 1.424
H -2.170 -0.495 0.723
*
```

- ΔE to the lowest compared entry with this formula, charge and spin (kcal/mol) = 27.78
- HOMO energy (Eh) = -0.13887
- orbital gap (eV) = 7.19
- E_LUMO (eV) = 3.42


No. 4
Entry from the Open Molecules 2025 dataset: a cluster of 2 separate species, C6H16N in total in a non-equilibrium geometry (ωB97M-V with the def2-TZVPD basis set).

The geometry in ORCA input format:
```
! wB97M-V def2-TZVPD RIJCOSX def2/J DEFGRID3
* xyz 0 2
C 0.247 -0.225 3.339
C 0.509 -1.740 1.401
N -0.278 -1.022 2.239
H 0.595 -0.878 4.144
H -0.610 0.353 3.682
H 1.053 0.413 2.973
H 1.580 -1.599 1.443
H 0.073 -2.390 0.666
H -1.271 -1.071 2.118
C -0.976 1.546 -2.254
C 0.139 0.606 -1.813
C 0.683 1.011 -0.444
C -0.300 -0.870 -1.855
H -1.420 1.267 -3.209
H -1.756 1.637 -1.499
H -0.522 2.539 -2.369
H 0.933 0.645 -2.574
H 1.579 0.452 -0.177
H -0.094 0.970 0.322
H 1.013 2.057 -0.502
H -0.736 -1.091 -2.833
H 0.581 -1.505 -1.727
H -1.020 -1.106 -1.071
*
```

- ΔE to the lowest compared entry with this formula, charge and spin (kcal/mol) = 2.65
- HOMO energy (alpha / beta) (Eh) = -0.21120 / -0.36990
- orbital gap (alpha / beta) (eV) = 6.81 / 11.08
- E_LUMO (alpha / beta) (eV) = 1.07 / 1.01
- expectation value of S² = 0.753


No. 5
Entry from the Open Molecules 2025 dataset: a structure of composition C6H16N in a non-equilibrium geometry (ωB97M-V with the def2-TZVPD basis set).

The geometry in ORCA input format:
```
! wB97M-V def2-TZVPD RIJCOSX def2/J DEFGRID3
* xyz 1 1
C 1.392 -1.225 -0.635
C 0.413 -0.409 0.453
C 0.648 1.160 0.089
C -0.336 1.025 -1.135
C -1.458 -0.065 -1.145
C -2.665 0.384 -0.474
N 1.769 -0.623 2.274
H 2.311 -0.841 -1.320
H 0.731 -1.955 -1.344
H 2.086 -1.885 0.078
H -0.349 -0.704 1.086
H 1.652 1.238 0.679
H 0.478 2.030 1.091
H -0.938 1.819 -1.046
H 0.008 1.163 -2.067
H -1.191 -1.102 -0.885
H -1.713 -0.200 -2.343
H -2.682 1.504 -0.463
H -3.602 -0.101 -1.005
H -2.959 -0.520 0.619
H 1.518 -1.454 2.771
H 2.418 0.320 1.945
H 1.871 -0.169 3.364
*
```

- ΔE to the lowest compared entry with this formula, charge and spin (kcal/mol) = 284.45
- HOMO energy (Eh) = -0.50879
- orbital gap (eV) = 8.99
- E_LUMO (eV) = -4.85


No. 6
Entry from the Open Molecules 2025 dataset: an isolated molecule of C6H16N2 in a non-equilibrium geometry (ωB97M-V with the def2-TZVPD basis set).

The geometry in ORCA input format:
```
! wB97M-V def2-TZVPD RIJCOSX def2/J DEFGRID3
* xyz 0 1
C 0.298 -1.290 -2.448
C 0.959 -1.144 -1.047
N 2.339 -1.590 -1.065
C 0.924 0.319 -0.585
C -0.495 0.862 -0.313
C -1.275 0.155 0.800
C -0.946 0.742 2.180
N -1.762 1.916 2.541
H -0.313 -2.191 -2.510
H -0.310 -0.416 -2.684
H 1.080 -1.353 -3.205
H 0.332 -1.745 -0.384
H 2.567 -2.489 -0.683
H 3.024 -0.876 -0.896
H 1.578 0.465 0.259
H 1.301 0.894 -1.430
H -1.026 0.808 -1.255
H -0.411 1.915 -0.049
H -1.124 -0.917 0.733
H -2.343 0.312 0.613
H 0.110 1.016 2.192
H -1.099 0.015 2.966
H -2.674 1.846 2.105
H -1.342 2.763 2.175
*
```

- ΔE to the lowest compared entry with this formula, charge and spin (kcal/mol) = 15.45
- HOMO energy (Eh) = -0.32410
- orbital gap (eV) = 9.95
- E_LUMO (eV) = 1.13
- SMILES = C[C@@H](N)CCCCN


No. 7
Entry from the Open Molecules 2025 dataset: a structure of composition C6H16N2 in a non-equilibrium geometry (ωB97M-V with the def2-TZVPD basis set).

The geometry in ORCA input format:
```
! wB97M-V def2-TZVPD RIJCOSX def2/J DEFGRID3
* xyz 0 1
C 0.218 -1.054 1.013
N 0.139 0.152 0.482
C -2.795 0.404 0.010
C -2.669 1.634 -0.872
C -2.392 -0.866 -0.772
C 1.598 0.324 0.602
N 2.600 -0.756 0.143
C 3.908 -0.153 -0.006
H 0.374 -1.945 0.394
H 0.645 -1.238 2.016
H -2.114 0.554 0.845
H -3.823 0.289 0.362
H -3.301 1.693 -1.754
H -2.836 2.511 -0.239
H -1.612 1.677 -1.167
H -3.101 -0.905 -1.601
H -1.370 -0.811 -1.144
H -2.512 -1.806 -0.226
H 1.960 0.657 1.608
H 1.829 1.118 -0.116
H 2.505 -1.603 0.682
H 4.666 -0.846 -0.374
H 4.287 0.358 0.890
H 3.797 0.612 -0.776
*
```

- ΔE to the lowest compared entry with this formula, charge and spin (kcal/mol) = 116.97
- HOMO energy (Eh) = -0.30773
- orbital gap (eV) = 7.97
- E_LUMO (eV) = -0.41


No. 8
Entry from the Open Molecules 2025 dataset: an isolated molecule of C6H16N2 in a non-equilibrium geometry (ωB97M-V with the def2-TZVPD basis set).

The geometry in ORCA input format:
```
! wB97M-V def2-TZVPD RIJCOSX def2/J DEFGRID3
* xyz 0 1
C -1.957 0.901 1.559
C -1.515 -0.393 2.216
C -1.109 -1.507 1.161
N 0.233 -1.390 0.479
C 0.151 -0.164 -0.472
C 0.897 -0.428 -1.712
C 1.927 0.650 -2.316
N 2.566 1.470 -1.261
H -1.249 1.701 1.450
H -2.912 1.182 2.063
H -2.358 1.051 0.479
H -2.205 -0.849 2.868
H -0.606 -0.173 2.846
H -1.939 -1.635 0.355
H -1.042 -2.543 1.452
H 0.976 -1.245 1.144
H 0.416 0.704 0.063
H -0.936 -0.099 -0.790
H 1.393 -1.455 -1.680
H 0.180 -0.403 -2.502
H 2.673 0.221 -2.939
H 1.444 1.371 -3.066
H 3.234 1.154 -0.704
H 1.738 1.880 -0.692
*
```

- ΔE to the lowest compared entry with this formula, charge and spin (kcal/mol) = 70.49
- HOMO energy (Eh) = -0.32130
- orbital gap (eV) = 9.74
- E_LUMO (eV) = 0.99
- SMILES = CCCNCCCN


No. 9
Entry from the Open Molecules 2025 dataset: a cluster of 2 separate species, C6H16N2 in total in a non-equilibrium geometry (ωB97M-V with the def2-TZVPD basis set).

The geometry in ORCA input format:
```
! wB97M-V def2-TZVPD RIJCOSX def2/J DEFGRID3
* xyz 0 1
C -2.036 -0.069 0.362
N -1.765 -1.253 -0.445
C 1.185 -1.051 -0.037
C 2.327 -0.155 0.659
C 1.866 1.354 0.469
N 0.856 1.561 1.472
C 1.486 -1.167 -1.541
C -3.261 0.764 0.086
H -2.144 -0.330 1.397
H -1.199 0.583 0.216
H 0.213 -0.564 0.087
H 1.113 -2.089 0.379
H 2.361 -0.294 1.741
H 3.216 -0.393 0.253
H 2.783 1.987 0.587
H 1.499 1.533 -0.556
H 0.600 2.514 1.395
H -2.622 -1.872 -0.212
H 0.558 -1.337 -2.008
H 1.828 -0.259 -2.056
H 2.112 -2.084 -1.832
H -3.546 1.801 0.428
H -3.268 0.722 -1.117
H -4.162 0.096 0.273
*
```

- ΔE to the lowest compared entry with this formula, charge and spin (kcal/mol) = 203.26
- HOMO energy (Eh) = -0.26140
- orbital gap (eV) = 3.59
- E_LUMO (eV) = -3.52